(1)
DFT (wB97M-V/def2-TZVPD) results for a molecular structure, C32H27N4O2Ti.

CARTESIAN COORDINATES (ANGSTROEM)
Ti 1.1300 1.0283 -0.4520
C 2.5403 3.6927 2.6648
C 1.9590 3.3402 1.3296
O 1.6794 2.1282 1.1337
N 1.8058 4.3280 0.4538
C 1.3017 4.3590 -0.9490
C -0.0528 3.7448 -1.0727
C -1.2447 4.3400 -1.2364
C -2.4467 3.5018 -1.2627
C -2.4242 2.2872 -0.6989
C -1.1491 1.8893 -0.0121
N -0.0341 2.3666 -0.8907
H 3.5921 3.4011 2.6593
H 2.0366 3.1061 3.4291
H 2.4672 4.7525 2.8968
H 2.0511 5.2325 0.8251
H 2.0203 3.8346 -1.5828
H 1.2945 5.4085 -1.2343
H -1.3179 5.4110 -1.3715
H -3.3437 3.8839 -1.7308
H -3.2819 1.6264 -0.6832
H -1.0598 2.4440 0.9380
O 2.8287 1.3055 -1.1378
C 4.0231 0.7768 -0.8030
C 5.1360 1.5995 -0.6638
C 6.3503 1.0503 -0.2930
C 6.4651 -0.3157 -0.0591
C 5.3602 -1.1311 -0.2072
C 4.1274 -0.5994 -0.5925
C 2.9490 -1.4412 -0.7686
N 1.6710 -1.0504 -0.7634
C 0.9051 -2.1959 -0.8870
C 1.7197 -3.2705 -0.9852
N 3.0025 -2.7769 -0.9083
H 5.0309 2.6574 -0.8654
H 7.2146 1.6920 -0.1841
H 7.4126 -0.7387 0.2431
H 5.4557 -2.1889 0.0047
H -0.1677 -2.1603 -0.8810
H 1.5114 -4.3178 -1.1058
H 3.8483 -3.3162 -0.9816
C -0.7780 0.4352 0.2254
C -1.6362 -0.5306 0.2397
C -2.5133 -1.5120 0.2743
C -2.9221 -2.0353 1.6105
C -3.2701 -1.1645 2.6387
C -3.5990 -1.6522 3.8945
C -3.5859 -3.0180 4.1368
C -3.2470 -3.8935 3.1145
C -2.9196 -3.4067 1.8585
C -3.0730 -2.0865 -0.9794
C -2.4964 -1.8098 -2.2219
C -3.0451 -2.3146 -3.3889
C -4.1857 -3.1039 -3.3387
C -4.7731 -3.3760 -2.1127
C -4.2245 -2.8729 -0.9426
H -3.2932 -0.0987 2.4462
H -3.8748 -0.9641 4.6830
H -3.8447 -3.3990 5.1157
H -3.2375 -4.9608 3.2936
H -2.6588 -4.0959 1.0647
H -1.6215 -1.1715 -2.2787
H -2.5822 -2.0886 -4.3408
H -4.6175 -3.4977 -4.2491
H -5.6689 -3.9811 -2.0631
H -4.6987 -3.0868 0.0056

HOMO-LUMO gap in eV: 6.557
Energy relative to the best compared isomer or geometry (same formula, charge and spin) in eV: 0.120
Calculated total energy in a.u.: -2454.4228
Total charge: +1
HOMO energy in eV: -9.83
2S+1: 1

Want to see where the charge sits? The Mulliken charges in e are: Ti 0.36; C -1.37; C 0.82; O -0.43; N -0.05; C -0.96; C 0.23; C -0.69; C -0.52; C -0.98; C 1.20; N -0.10; H 0.28; H 0.33; H 0.45; H 0.27; H 0.15; H 0.55; H 0.45; H 0.46; H 0.46; H 0.26; O -0.29; C 0.68; C -0.28; C -0.61; C -0.77; C -0.86; C 0.20; C 0.34; N 0.22; C -0.32; C -0.97; N -0.08; H 0.49; H 0.42; H 0.42; H 0.39; H 0.29; H 0.44; H 0.20; C -0.24; C -0.60; C 0.90; C 0.00; C -0.36; C -0.70; C -0.48; C -0.77; C -0.13; C 1.03; C -0.05; C -0.94; C -0.46; C -0.77; C -0.65; H 0.42; H 0.40; H 0.40; H 0.40; H 0.49; H 0.31; H 0.41; H 0.39; H 0.41; H 0.52

(2)
DFT (wB97M-V/def2-TZVPD) results for a molecular structure, C32H28AsF6NO8P2S2Tm in a non-equilibrium geometry.

CARTESIAN COORDINATES (ANGSTROEM)
Tm -1.8500 -0.6980 -1.5679
C 0.8790 2.2872 1.7723
N 0.1346 1.2121 1.1354
P -1.0593 1.4652 -0.0927
C -2.0860 2.7169 0.7622
C -1.8333 4.0839 0.7533
C -2.6081 4.9373 1.5215
C -3.6316 4.4317 2.3059
C -3.9000 3.0716 2.3065
C -3.1313 2.2183 1.5349
C -0.1360 2.4546 -1.3200
C 1.2066 2.1536 -1.5337
C 1.9066 2.7688 -2.5545
C 1.2654 3.6709 -3.3869
C -0.0809 3.9474 -3.2037
C -0.7855 3.3394 -2.1795
P 0.4651 -0.4602 1.4141
C 2.2614 -0.6595 1.1030
C 2.7536 -1.2921 -0.0311
C 4.1190 -1.3735 -0.2514
C 5.0051 -0.8310 0.6636
C 4.5199 -0.2003 1.7971
C 3.1565 -0.1114 2.0176
C 0.2950 -0.5565 3.2148
C -0.6082 0.2661 3.8787
C -0.7168 0.2085 5.2572
C 0.0756 -0.6693 5.9791
C 0.9560 -1.5138 5.3179
C 1.0549 -1.4705 3.9396
H 0.2457 3.1741 1.8085
H 1.7952 2.5255 1.2289
H 1.1362 2.0085 2.7949
H -1.0389 4.4809 0.1389
H -2.4090 5.9991 1.5100
H -4.2233 5.0991 2.9145
H -4.7085 2.6807 2.9073
H -3.3316 1.1529 1.5127
H 1.6911 1.4109 -0.9138
H 2.9469 2.5265 -2.7141
H 1.8101 4.1395 -4.1921
H -0.5857 4.6248 -3.8767
H -1.8444 3.5166 -2.0630
H 2.0707 -1.7141 -0.7462
H 4.4897 -1.8450 -1.1498
H 6.0691 -0.8927 0.4956
H 5.2032 0.2211 2.5200
H 2.7965 0.3712 2.9127
H -1.2227 0.9486 3.3087
H -1.4204 0.8499 5.7680
H 0.0072 -0.6987 7.0563
H 1.5660 -2.2073 5.8781
H 1.7109 -2.1419 3.4074
O -2.3369 -2.7272 -2.1718
S -1.3450 -3.2437 -3.0721
O -1.7675 -4.1339 -4.0907
O -0.5889 -2.0057 -3.7297
C 0.0006 -3.9573 -2.1738
C 0.8760 -4.7252 -2.9319
C 1.9778 -5.3101 -2.3344
C 2.2104 -5.0939 -0.9847
C 1.3317 -4.3210 -0.2455
C 0.2097 -3.7382 -0.8275
S -0.8846 -3.0307 0.4574
O -1.5485 -4.2137 0.9058
O 0.1459 -2.5523 1.4401
O -1.7618 -1.8970 0.1789
H 0.6598 -4.8596 -3.9798
H 2.6432 -5.9327 -2.9112
H 3.0712 -5.5322 -0.5028
H 1.4895 -4.1574 0.8067
F 0.0929 -1.1101 -1.3117
As -1.3412 -0.6260 -4.5157
F -2.0620 -1.5441 -5.8396
F -2.9069 -0.7151 -3.6126
F -1.9627 0.8709 -5.2924
F -0.7333 0.4696 -3.2015
F 0.1476 -0.3676 -5.4587
O -3.0296 1.3417 -1.8641
C -4.0170 0.7113 -1.4192
O -3.9422 -0.4323 -0.9385
H -5.0135 1.2057 -1.4410

⟨S²⟩: 3.755
HOMO-LUMO gap (alpha / beta) in eV: 8.516 / 7.114
Energy relative to the best compared isomer or geometry (same formula, charge and spin) in eV: 0.000
Calculated total energy in a.u.: -7292.4078
Total charge: 0
HOMO energy (alpha / beta) in eV: -8.88 / -9.11
2S+1: 4

Want to see where the charge sits? The Mulliken charges in e are: Tm 0.82; C -1.13; N 1.19; P 1.43; C 0.70; C -0.33; C -0.81; C -0.60; C -0.99; C -0.81; C 0.34; C -0.37; C -0.90; C -0.65; C -0.95; C -0.43; P 1.02; C 0.69; C 0.12; C -1.28; C -0.71; C -0.88; C -0.51; C 0.52; C -0.55; C -0.68; C -0.61; C -0.81; C -0.73; H 0.30; H 0.21; H 0.50; H 0.46; H 0.44; H 0.40; H 0.47; H 0.51; H 0.09; H 0.46; H 0.39; H 0.42; H 0.52; H 0.57; H 0.52; H 0.42; H 0.46; H 0.39; H 0.16; H 0.48; H 0.39; H 0.44; H 0.47; O -0.44; S 1.61; O -0.67; O -0.26; C 0.63; C -0.72; C -0.83; C -0.65; C -0.99; C 0.16; S 1.64; O -0.70; O -0.69; O -0.51; H 0.57; H 0.43; H 0.47; H 0.57; F -0.30; As 1.99; F -0.47; F -0.49; F -0.52; F -0.36; F -0.51; O -0.46; C 0.05; O -0.58; H 0.45

(3)
DFT (wB97M-V/def2-TZVPD) results for a molecular structure, C32H28ClGaN5O4PS.

CARTESIAN COORDINATES (ANGSTROEM)
Ga 0.6579 -0.5836 -0.0364
N -1.0756 -1.8025 0.2314
C -2.2575 -1.3054 -0.4752
C -3.3458 -2.1449 -0.6425
C -4.5071 -1.6620 -1.2242
C -4.5897 -0.3319 -1.6205
C -3.4919 0.4991 -1.4750
C -2.3041 0.0166 -0.9205
P -0.8110 1.0329 -0.8889
C -0.2608 1.2980 -2.5840
C -1.0159 0.9650 -3.7029
C -0.5319 1.2702 -4.9693
C 0.6962 1.8977 -5.1143
C 1.4597 2.2145 -3.9956
C 0.9850 1.9148 -2.7304
C -1.1331 2.6472 -0.1677
C -0.8250 2.9292 1.1631
C -1.1563 4.1618 1.7035
C -1.7874 5.1147 0.9167
C -2.0636 4.8499 -0.4191
C -1.7327 3.6211 -0.9694
H -0.8762 -2.7597 -0.0542
H -1.3001 -1.8356 1.2275
H -3.2935 -3.1733 -0.3038
H -5.3548 -2.3220 -1.3532
H -5.5035 0.0520 -2.0530
H -3.5575 1.5338 -1.7905
H -1.9681 0.4606 -3.6005
H -1.1200 1.0198 -5.8422
H 1.0632 2.1409 -6.1029
H 2.4201 2.6993 -4.1112
H 1.5776 2.1724 -1.8585
H -0.2971 2.2077 1.7760
H -0.9119 4.3820 2.7342
H -2.0500 6.0748 1.3412
H -2.5251 5.6064 -1.0392
H -1.9194 3.4346 -2.0208
O 5.0028 -0.1845 3.7609
C 3.8600 -0.0571 4.4209
O 3.8129 0.2106 5.5844
C 2.5816 -0.2933 3.6566
C 1.3366 -0.4673 4.2496
Cl 0.9193 -0.3780 5.8727
N 0.4082 -0.6385 3.2836
N 0.9990 -0.5821 2.0613
C 2.2988 -0.3717 2.2954
C 3.1519 -0.2035 1.0806
O 4.3573 -0.2894 1.0970
O 2.4504 0.0132 -0.0039
C -1.0010 -0.9011 3.4499
C -1.4223 -1.8675 4.3498
C -2.7830 -2.0872 4.5117
C -3.7116 -1.3633 3.7748
C -3.2756 -0.4104 2.8632
C -1.9185 -0.1727 2.7102
H 4.8805 -0.3183 2.7979
H -0.7090 -2.4626 4.9040
H -3.1147 -2.8359 5.2187
H -4.7701 -1.5386 3.9144
H -3.9862 0.1649 2.2830
H -1.5814 0.6044 2.0397
S 1.0015 -2.0804 -1.8205
C 2.6880 -2.3583 -2.1335
N 3.7124 -1.5686 -1.9053
C 4.9826 -2.1532 -2.3665
C 4.5397 -3.5332 -2.9034
N 3.0774 -3.4765 -2.7293
H 3.6298 -0.7066 -1.3831
H 5.6833 -2.2311 -1.5392
H 5.4192 -1.5255 -3.1392
H 4.9510 -4.3536 -2.3204
H 4.7979 -3.6796 -3.9484
H 2.4387 -4.1992 -3.0154

HOMO-LUMO gap in eV: 9.022
Energy relative to the best compared isomer or geometry (same formula, charge and spin) in eV: 0.000
Calculated total energy in a.u.: -4935.1447
Total charge: +2
HOMO energy in eV: -14.49
2S+1: 1

Want to see where the charge sits? The Mulliken charges in e are: Ga 0.61; N -0.58; C -0.25; C -0.61; C -0.80; C -0.80; C -0.59; C 0.33; P 1.39; C 0.73; C -0.32; C -0.78; C -0.58; C -0.84; C -0.50; C 1.05; C 0.03; C -0.82; C -0.64; C -0.75; C -0.78; H 0.49; H 0.04; H 0.53; H 0.46; H 0.50; H 0.52; H 0.40; H 0.46; H 0.44; H 0.49; H 0.44; H 0.30; H 0.48; H 0.42; H 0.45; H 0.43; O -0.51; C 0.42; O -0.52; C -0.27; C 0.46; Cl -0.05; N 0.23; N -0.10; C 0.11; C 0.96; O -0.79; O -0.32; C -0.16; C -0.31; C -0.85; C -0.82; C -0.44; C -0.07; H 0.39; H 0.58; H 0.42; H 0.45; H 0.54; H 0.58; S -0.45; C 0.61; N 0.19; C -0.51; C -0.51; N -0.21; H 0.13; H 0.31; H 0.32; H 0.32; H 0.32; H 0.19

Which formula does entry 2 have? C32H28AsF6NO8P2S2Tm